A | {"formula": "CH3NO", "method": "ωB97M-V/def2-TZVPD", "symbols": ["H", "O", "H", "N", "H", "C"], "xyz": [[-1.58, 0.73, 0.95], [-0.70, 0.85, 0.52], [-0.53, 1.81, 0.59], [1.59, -1.92, -1.17], [0.30, -0.36, -0.22], [0.92, -1.11, -0.67]], "homo_lumo_gap_ev": 12.1, "total_charge": 0}


B | {"formula": "CH3NO", "method": "ωB97M-V/def2-TZVPD", "symbols": ["O", "N", "H", "C", "H", "H"], "xyz": [[-0.75, 0.39, 1.58], [-0.27, -0.14, -0.62], [-1.05, 0.10, -1.23], [-0.17, 0.22, 0.59], [0.44, -0.55, -1.08], [1.80, -0.02, 0.77]], "homo_lumo_gap_ev": 9.0, "total_charge": 0}


C | {"formula": "CH3NO", "method": "ωB97M-V/def2-TZVPD", "symbols": ["H", "H", "C", "O", "H", "N"], "xyz": [[1.43, -0.25, -0.84], [1.64, 1.38, -0.18], [0.98, 0.51, -0.21], [-0.90, -0.72, 0.10], [-0.31, -1.43, -0.24], [-0.20, 0.44, 0.25]], "homo_lumo_gap_ev": 11.3, "total_charge": 0}


What should be chosen as the most stable of them? Choose A.